DFT (ωB97M-V with the def2-TZVPD basis set) results for 2 unconnected molecules or ions with the total composition C10H6N11O4 in a non-equilibrium geometry.

Structure (XYZ):
```
31
Properties=species:S:1:pos:R:3:forces:R:3
O -2.21946 -2.05635 -1.62252 2.508 -0.702 -0.518
O 3.78622 -3.12423 -2.73667 -0.544 0.348 2.489
O -0.92459 -2.71080 -3.26938 0.039 0.621 2.220
O 4.71090 -3.08998 -0.75418 -2.062 0.289 -0.802
N 2.23278 -2.51511 2.55076 -1.881 0.367 1.960
N -0.45470 4.58553 0.19988 0.262 0.019 0.003
N 3.04961 -2.69606 1.51169 -2.906 0.583 -0.968
N -2.98372 2.15581 1.26348 -1.085 -1.502 0.508
N -1.34600 0.64252 0.71702 -0.325 -0.700 0.051
N -2.52796 5.13029 1.12374 -0.891 1.743 0.288
N -1.09695 -2.36734 -2.07633 -2.567 0.165 -1.860
N 0.87785 -2.30719 0.93397 3.161 -0.486 1.340
N 0.29312 2.27815 0.00898 2.607 1.703 -1.100
N 3.71651 -2.98184 -1.48470 2.443 -0.557 -1.814
N 0.92868 -2.27900 2.35486 3.872 -0.752 -2.515
C -1.91787 2.83930 0.80466 1.460 -0.997 -0.493
C -2.61872 0.83393 1.19320 2.247 3.591 -1.043
C 0.04830 -2.35114 -1.20411 0.284 -0.030 1.030
C 0.43068 3.61585 -0.10620 -0.818 -1.237 0.358
C -0.86357 1.89223 0.44882 -3.978 0.423 1.523
C -0.16781 -2.19388 0.16447 -1.035 0.207 -2.248
C 1.32170 -2.57665 -1.73152 0.067 -0.088 -0.376
C 2.21577 -2.56802 0.45163 -0.459 0.152 2.157
C 2.42036 -2.68908 -0.91844 -0.857 0.141 -0.328
C -1.63725 4.21766 0.68960 0.211 -2.040 0.166
H -3.40103 4.89636 1.57078 0.390 -0.542 -0.214
H -3.25910 0.04679 1.47966 -0.579 -0.728 0.263
H 1.44604 -2.68698 -2.79416 -0.037 -0.031 -0.176
H 1.37923 3.95716 -0.46820 0.399 0.167 -0.202
H -1.15661 -2.00591 0.52962 -0.164 0.186 0.483
H -2.28243 6.10797 1.16959 0.240 -0.313 -0.186
```
Forces are in eV/Å.

Computed properties:
Largest force on an atom = 0.0910 hartree/bohr
Relative energy (zero: lowest compared OMol25 entry of this formula, charge and spin) = 178.4 kJ/mol
E = -35042.818 eV
HOMO = -4.0 eV
E_LUMO = 0.48 eV
Multiplicity = 1
Total charge = -1